--- one ---
Computed, not measured: a 4-piece molecular cluster, CH10N2O3 overall, with ωB97M-V/def2-TZVPD.

Summary:
HOMO-LUMO gap (eV): 10.28
LUMO energy (eV): 0.8
SMILES: [H]/N=C/N.O.O.O

Geometry as ORCA input:
```
! wB97M-V def2-TZVPD RIJCOSX def2/J DEFGRID3
* xyz 0 1
H 0.30304 2.96313 -1.25264
N 0.46285 2.13488 -0.68531
C -0.66098 1.53844 -0.46462
N -0.93359 0.88259 0.69254
H -1.49960 1.61018 -1.15399
H -1.43232 -0.00147 0.55071
H -0.19277 0.67912 1.34659
O 0.48253 -1.53633 -0.24334
H 1.14589 -0.83175 -0.14214
H 0.87085 -2.39536 -0.17741
O 2.50952 0.32514 -0.59748
H 1.86594 1.07978 -0.68425
H 3.27301 0.66405 -0.13982
O -2.16899 -2.02756 1.07339
H -2.48130 -2.84545 1.49791
H -1.54406 -2.23938 0.37988
*
```

---

--- two ---
Computed, not measured: a 4-piece molecular cluster, CH10N2O3 overall, with ωB97M-V/def2-TZVPD.

Summary:
HOMO-LUMO gap (eV): 10.33
LUMO energy (eV): 0.8
SMILES: [H]/N=C/N.O.O.O

Geometry as ORCA input:
```
! wB97M-V def2-TZVPD RIJCOSX def2/J DEFGRID3
* xyz 0 1
H -1.22812 2.12023 1.95279
N -0.54318 1.40379 1.38376
C 0.41733 0.88663 2.13756
N 1.22499 -0.11465 1.55956
H 0.67798 1.05344 3.17665
H 1.70683 -0.60201 2.13277
H 1.49249 -0.22584 0.54194
O -1.10722 -1.35590 -2.06089
H -1.90442 -1.76923 -1.71069
H -1.30509 -0.44706 -1.72897
O -0.83914 1.13295 -1.45780
H -0.76889 1.00892 -0.41947
H -1.53308 1.69486 -1.46336
O 1.34227 -1.84822 -1.03384
H 0.43251 -1.52182 -1.22489
H 1.93475 -1.41609 -1.78512
*
```

---

Top of the stability list: one, leading by 1.139 eV.

---

--- one ---
Computed, not measured: a 2-piece molecular cluster, C4H13N2O2 overall, with ωB97M-V/def2-TZVPD.

Summary:
HOMO-LUMO gap (eV): 7.23
LUMO energy (eV): 3.8

Geometry as ORCA input:
```
! wB97M-V def2-TZVPD RIJCOSX def2/J DEFGRID3
* xyz -1 1
C 0.03259 0.68393 1.07974
N 1.09645 -0.13637 0.50200
C 0.82645 -1.58074 0.75804
O 0.16726 -2.15391 -0.27216
C -0.32668 1.96865 0.31182
N -0.86383 1.70750 -1.00336
C 0.07869 1.97123 -2.11155
H -0.87896 0.14288 1.34643
H 0.44763 1.04480 2.04232
H 0.93490 -0.16568 -0.50405
H 1.82373 -2.08382 0.96043
H 0.37181 -1.76575 1.75576
H -1.06551 2.47507 0.94011
H 0.54415 2.62294 0.28183
H -1.31748 0.80795 -1.14590
H -0.47083 1.79446 -3.03127
H 0.39373 3.00409 -2.00695
H 0.93398 1.29773 -2.03321
H -0.38557 -3.47670 0.20307
H -1.46544 -3.86641 1.28719
O -0.87707 -4.29184 0.63972
*
```

---

--- two ---
Computed, not measured: a 2-piece molecular cluster, C4H13N2O2 overall, with ωB97M-V/def2-TZVPD.

Summary:
HOMO-LUMO gap (eV): 7.57
LUMO energy (eV): 4.2

Geometry as ORCA input:
```
! wB97M-V def2-TZVPD RIJCOSX def2/J DEFGRID3
* xyz -1 1
N 1.91145 1.39378 0.97207
C 1.42681 0.00175 0.77990
C -0.03094 -0.20578 1.20654
C -1.02844 0.64770 0.36204
O -1.31961 0.16353 -0.87969
C 1.70290 -0.48576 -0.65896
N 0.75308 -1.51358 -1.11125
H 1.23194 1.86127 1.55079
H 1.78512 1.93491 0.13294
H 2.12820 -0.57519 1.41352
H -0.30884 -1.25313 1.07112
H -0.11713 0.13379 2.23367
H -1.91724 0.73495 0.96082
H -0.49658 1.62925 0.27391
H 1.63081 0.36076 -1.33261
H 2.67489 -0.94733 -0.71909
H 0.59968 -2.17220 -0.35631
H -0.11181 -1.06070 -1.35825
H -3.73970 -0.93442 -1.32349
H -2.91927 0.31446 -1.60525
O -3.85534 -0.02804 -1.61241
*
```

---

--- three ---
Computed, not measured: a 2-piece molecular cluster, C4H13N2O2 overall, with ωB97M-V/def2-TZVPD.

Summary:
HOMO-LUMO gap (eV): 7.33
LUMO energy (eV): 3.7

Geometry as ORCA input:
```
! wB97M-V def2-TZVPD RIJCOSX def2/J DEFGRID3
* xyz -1 1
C 0.53201 -1.87849 -0.62504
N -0.99669 -1.85988 -0.92747
C 1.17151 -0.56293 -0.10851
C 2.47289 -0.57472 -0.96166
N 0.15125 0.47166 -0.23231
C -0.94469 0.84249 0.89133
O -0.76996 2.12255 0.92128
H 0.94249 -2.02531 -1.66508
H 0.67837 -2.76626 -0.13902
H -1.56420 -1.47708 -0.12925
H -1.20525 -1.19645 -1.60145
H 1.35645 -0.96320 0.97755
H 2.83335 -1.66924 -1.05426
H 3.24381 0.26953 -0.77857
H 2.04320 -0.33541 -1.91342
H 0.58210 1.30052 -0.44928
H -1.95460 0.63364 0.33714
H -0.92647 0.31606 1.79211
H -2.93515 3.69930 1.69514
H -2.01820 2.60352 1.70198
O -2.69222 3.04970 2.26877
*
```

---

Top of the stability list: two, leading by 0.373 eV.

---

--- one ---
Computed, not measured: C4H13N2O2 as an isolated structure, with ωB97M-V/def2-TZVPD.

Summary:
HOMO-LUMO gap (eV): 7.21
LUMO energy (eV): 3.4

Geometry as ORCA input:
```
! wB97M-V def2-TZVPD RIJCOSX def2/J DEFGRID3
* xyz -1 1
C -0.63510 -0.02309 -0.52299
N -0.61901 -0.19818 0.99074
C -1.87488 -0.32521 1.77743
O -2.59382 -1.30523 1.40345
C 0.26719 1.10524 -1.09787
N 1.63595 0.58387 -1.28644
C 2.66612 1.57266 -1.36913
H -0.53347 -1.02978 -1.03509
H -1.67792 0.30337 -0.78522
H 0.07022 -0.64747 1.35965
H -1.46527 -0.51649 2.80505
H -2.38000 0.66187 1.58800
H -0.15784 1.41978 -2.19892
H 0.18822 2.01229 -0.34349
H 1.77156 -0.03733 -0.34547
H 2.47835 2.54977 -0.90344
H 3.74283 1.19272 -1.11737
H 2.80992 1.98175 -2.33410
H -1.89499 -2.42228 1.27992
H -0.48015 -3.36439 0.81935
O -1.31792 -3.51387 1.31596
*
```

---

--- two ---
Computed, not measured: a 2-piece molecular cluster, C4H13N2O2 overall, with ωB97M-V/def2-TZVPD.

Summary:
HOMO-LUMO gap (eV): 6.87
LUMO energy (eV): 3.4

Geometry as ORCA input:
```
! wB97M-V def2-TZVPD RIJCOSX def2/J DEFGRID3
* xyz -1 1
C -0.21457 -0.86410 -0.47081
N 0.67012 -0.69085 0.67986
C 2.02332 -1.26685 0.50209
O 2.67292 -0.87146 -0.63383
C -1.63381 -0.41107 -0.09070
N -1.98006 0.87468 -0.72831
C -3.19352 1.48741 -0.12162
H 0.21145 -0.37534 -1.34979
H -0.21593 -1.94572 -0.63927
H 0.78736 0.27880 0.95285
H 2.56384 -0.96571 1.41424
H 1.83561 -2.36304 0.45712
H -2.41108 -1.10684 -0.42687
H -1.65139 -0.35547 1.00093
H -1.21329 1.51895 -0.56348
H -4.00845 1.31272 -0.82427
H -3.43687 0.98954 0.82378
H -3.05581 2.54051 0.11299
H 3.75521 -0.02146 -0.11433
H 4.09914 1.49973 -0.23927
O 4.39580 0.73556 0.25867
*
```

---

Top of the stability list: two, leading by 1.835 eV.

---

--- one ---
Computed, not measured: a 2-piece molecular cluster, C3H9N2O2 overall, with ωB97M-V/def2-TZVPD.

Summary:
HOMO-LUMO gap (eV): 8.42
LUMO energy (eV): 4.2

Geometry as ORCA input:
```
! wB97M-V def2-TZVPD RIJCOSX def2/J DEFGRID3
* xyz -1 1
O 2.42781 -0.81516 -0.23767
C 2.26727 -1.23528 0.92460
O 1.31664 -1.04207 1.71183
H 3.14675 -1.82911 1.30417
C -1.21706 -0.92220 -0.61985
N -1.46688 0.48950 -0.92042
C -0.37025 1.37931 -0.50048
N -0.18419 1.42884 0.91923
H -1.97270 -1.52392 -1.13278
H -0.21340 -1.26643 -0.88197
H -1.34953 -1.07909 0.45059
H -1.61319 0.59126 -1.91544
H -0.66459 2.36895 -0.87539
H 0.59905 1.11327 -0.93305
H -1.03333 1.70627 1.38778
H 0.32760 0.63585 1.31886
*
```

---

--- two ---
Computed, not measured: a 2-piece molecular cluster, C3H9N2O2 overall, with ωB97M-V/def2-TZVPD.

Summary:
HOMO-LUMO gap (eV): 7.59
LUMO energy (eV): 4.2

Geometry as ORCA input:
```
! wB97M-V def2-TZVPD RIJCOSX def2/J DEFGRID3
* xyz -1 1
C 2.03195 1.25518 0.80555
N 1.13297 0.40821 0.31490
C 1.52537 -0.57118 -0.66849
O 3.25594 1.17827 0.71860
H 1.56216 2.10862 1.33713
H 0.14220 0.76499 0.20816
H 1.81352 -1.51537 -0.20115
H 2.37323 -0.20938 -1.24906
H 0.66166 -0.75520 -1.30443
N -1.70367 -1.14532 0.41676
C -2.16582 0.00859 -0.42349
O -1.31869 1.03988 -0.38441
H -1.33682 -0.73483 1.27351
H -2.50082 -1.70597 0.68799
H -2.27889 -0.41774 -1.45029
H -3.19430 0.29125 -0.08127
*
```

---

Top of the stability list: one, leading by 0.658 eV.

---

--- one ---
Computed, not measured: C3H3NO as an isolated structure, with ωB97M-V/def2-TZVPD.

Summary:
HOMO-LUMO gap (eV): 8.63
LUMO energy (eV): -0.2

Geometry as ORCA input:
```
! wB97M-V def2-TZVPD RIJCOSX def2/J DEFGRID3
* xyz 0 1
O 0.50540 -1.20537 0.04768
C 1.21656 -0.01322 -0.08625
C 0.46514 1.12489 -0.01212
C -0.79909 0.49406 0.21941
N -0.75542 -0.93388 0.28488
H 2.26833 -0.21925 -0.24527
H -1.15918 -0.17481 -0.76198
H -1.74174 0.92759 0.55363
*
```

---

--- two ---
Computed, not measured: the molecule C3H3NO, with ωB97M-V/def2-TZVPD.

Summary:
HOMO-LUMO gap (eV): 10.45
LUMO energy (eV): 0.9
SMILES: C=CN=C=O

Geometry as ORCA input:
```
! wB97M-V def2-TZVPD RIJCOSX def2/J DEFGRID3
* xyz 0 1
C -0.61151 0.59537 -0.67841
C -0.65672 -0.62622 -0.15391
N 0.54061 -1.14275 0.41989
C 1.30522 -0.27681 0.83537
O 2.02136 0.52942 1.28149
H -1.48562 1.21655 -0.82421
H 0.40909 0.98549 -0.78678
H -1.52244 -1.28104 -0.09342
*
```

---

--- three ---
Computed, not measured: a 2-piece molecular cluster, C3H3NO overall, with ωB97M-V/def2-TZVPD.

Summary:
HOMO-LUMO gap (eV): 10.15
LUMO energy (eV): 0.1

Geometry as ORCA input:
```
! wB97M-V def2-TZVPD RIJCOSX def2/J DEFGRID3
* xyz 0 1
C -1.13888 0.71758 -0.53921
C 1.66593 0.09928 0.23301
C -1.84725 -0.40688 -0.53084
N 1.15424 -0.46039 -0.61999
O 1.90936 0.65990 1.31519
H -1.37690 -1.29541 -0.83853
H 2.54658 1.34355 1.28614
H -2.91309 -0.65762 -0.30575
*
```

---

--- four ---
Computed, not measured: C3H3NO as an isolated structure, with ωB97M-V/def2-TZVPD.

Summary:
HOMO-LUMO gap (eV): 9.00
LUMO energy (eV): -0.5

Geometry as ORCA input:
```
! wB97M-V def2-TZVPD RIJCOSX def2/J DEFGRID3
* xyz 0 1
C 0.09901 -1.02356 0.28952
C 0.14347 0.99920 0.34494
C -0.10847 -0.04490 -0.81106
N -0.89435 -0.03081 0.83282
O -1.50570 -0.03390 -0.51540
H 0.93061 -1.13030 0.89591
H 1.15174 1.36333 0.89870
H 0.18370 -0.09905 -1.93544
*
```

---

Top of the stability list: two, leading by 4.319 eV.

---

--- one ---
Computed, not measured: a 2-piece molecular cluster, C3H3NO overall, with ωB97M-V/def2-TZVPD.

Summary:
HOMO-LUMO gap (eV): 10.32
LUMO energy (eV): 0.8
SMILES: C=C=O.C#N

Geometry as ORCA input:
```
! wB97M-V def2-TZVPD RIJCOSX def2/J DEFGRID3
* xyz 0 1
C -0.54147 -1.39217 0.11707
C -1.19614 -0.25769 0.11988
O -1.75432 0.77184 0.11371
H 0.41446 -1.42756 -0.39243
H -0.93494 -2.25313 0.63943
C 1.32538 1.54523 -0.19284
N 2.11672 0.74966 -0.46177
H 0.57031 2.26382 0.05695
*
```

---

--- two ---
Computed, not measured: the molecule C3H3NO, with ωB97M-V/def2-TZVPD.

Summary:
HOMO-LUMO gap (eV): 10.97
LUMO energy (eV): 0.3

Geometry as ORCA input:
```
! wB97M-V def2-TZVPD RIJCOSX def2/J DEFGRID3
* xyz 0 1
O -1.99320 0.49718 -0.26749
C -0.84553 0.64323 0.06690
C 0.11504 -0.54484 0.14198
C 1.64615 0.27252 -0.96955
N 1.64444 -0.22795 0.11600
H -0.44272 1.62674 0.37627
H -0.18716 -1.29392 -0.59720
H 0.06299 -0.97296 1.13310
*
```

---

Top of the stability list: one, leading by 1.195 eV.